Molecular formula: C10H30FKO5
Method: DFT, wB97M-V/def2-TZVPD

Calculated values
Energy relative to the best compared isomer or geometry (same formula, charge and spin) in eV: 0.629
Molar mass in g/mol: 288.44
E in eV: -40137.5257

Each line ends with the natural charge from an NBO analysis.
Positions of all 47 atoms, in Å:
1 K -35.09 5.57 2.20  0.99
2 F -36.91 6.07 4.10  -0.89
3 C -40.53 4.47 7.39  -0.62
4 C -39.93 5.24 6.26  -0.06
5 O -38.56 4.83 6.16  -0.74
6 H -40.38 3.40 7.20  0.21
7 H -41.61 4.64 7.49  0.20
8 H -40.06 4.73 8.34  0.21
9 H -39.97 6.32 6.43  0.16
10 H -40.44 5.00 5.32  0.16
11 H -38.12 5.39 5.50  0.48
12 C -32.93 4.49 6.38  -0.62
13 C -33.96 5.34 5.68  -0.06
14 O -34.94 4.49 5.11  -0.77
15 H -33.44 3.84 7.09  0.22
16 H -32.23 5.12 6.93  0.21
17 H -32.39 3.85 5.69  0.20
18 H -33.48 5.97 4.91  0.11
19 H -34.42 6.01 6.42  0.19
20 H -35.72 5.02 4.83  0.50
21 C -38.84 1.79 2.27  -0.62
22 C -38.70 3.28 2.47  -0.06
23 O -37.44 3.55 3.07  -0.77
24 H -39.81 1.57 1.80  0.21
25 H -38.76 1.26 3.21  0.22
26 H -38.06 1.44 1.59  0.20
27 H -39.50 3.65 3.12  0.17
28 H -38.79 3.78 1.49  0.14
29 H -37.46 4.48 3.36  0.49
30 C -35.95 9.93 6.95  -0.62
31 C -36.32 9.08 5.76  -0.05
32 O -36.74 7.81 6.23  -0.75
33 H -35.07 9.52 7.46  0.21
34 H -36.76 9.92 7.68  0.21
35 H -35.79 10.97 6.65  0.20
36 H -35.46 8.99 5.08  0.14
37 H -37.11 9.57 5.18  0.15
38 H -36.72 7.18 5.49  0.50
39 C -40.97 8.56 3.99  -0.62
40 C -39.51 8.18 4.08  -0.06
41 O -39.31 7.01 3.33  -0.77
42 H -41.57 7.86 4.59  0.21
43 H -41.34 8.45 2.97  0.21
44 H -41.19 9.57 4.33  0.21
45 H -39.22 8.06 5.13  0.17
46 H -38.88 9.00 3.68  0.14
47 H -38.44 6.65 3.55  0.50

Molecular formula: C10H30Fe2NO13
Method: DFT, wB97M-V/def2-TZVPD

Calculated values
Energy relative to the best compared isomer or geometry (same formula, charge and spin) in eV: 0.000
Multiplicity: 9
<S²>: 20.01
Molar mass in g/mol: 484.03
Charge: +3
E in eV: -107702.4759

Each line ends with the natural charge from an NBO analysis.
Positions of all 56 atoms, in Å:
1 Fe -1.00 -2.90 0.70  1.66
2 Fe 3.17 1.48 2.80  1.81
3 N 1.22 -0.53 0.79  0.77
4 O 1.98 -0.08 1.60  -0.62
5 O 0.13 -1.03 1.14  -0.57
6 O 1.64 -0.41 -0.36  -0.44
7 C 4.18 0.87 -2.00  -0.11
8 C 4.40 2.39 -2.15  -0.07
9 O 5.81 2.56 -1.73  -0.69
10 O 4.19 0.57 -0.58  -0.77
11 H 4.92 0.32 -2.58  0.20
12 H 3.21 0.67 -2.45  0.16
13 H 3.60 2.88 -1.59  0.14
14 H 4.18 2.73 -3.16  0.20
15 H 6.11 1.66 -1.56  0.47
16 H 3.43 0.00 -0.42  0.48
17 C -1.36 2.24 -1.54  -0.08
18 C -2.81 2.49 -1.15  -0.11
19 O -3.10 2.39 0.21  -0.74
20 O -0.99 1.01 -1.04  -0.76
21 H -0.83 3.03 -1.01  0.14
22 H -1.09 2.14 -2.59  0.20
23 H -3.64 2.05 -1.70  0.20
24 H -3.05 3.53 -1.40  0.20
25 H -3.20 3.23 0.67  0.49
26 H -0.09 0.81 -1.28  0.48
27 C -3.55 -2.86 2.08  -0.14
28 C -3.21 -4.36 1.74  -0.12
29 O -2.46 -4.39 0.50  -0.81
30 O -2.40 -2.09 1.87  -0.78
31 H -4.27 -2.58 2.84  0.26
32 H -4.17 -2.53 1.25  0.20
33 H -4.06 -5.01 1.50  0.24
34 H -2.70 -4.89 2.55  0.21
35 H -2.84 -5.12 0.01  0.54
36 H -2.63 -1.31 2.37  0.54
37 C 0.18 2.37 2.83  -0.11
38 C 0.80 3.25 1.78  -0.11
39 O 2.15 3.00 1.32  -0.80
40 O 1.07 1.98 3.79  -0.79
41 H -0.19 1.50 2.29  0.19
42 H -0.58 2.89 3.40  0.23
43 H 0.89 4.26 2.18  0.20
44 H 0.20 3.36 0.88  0.22
45 H 2.33 3.76 0.77  0.54
46 H 0.47 1.90 4.53  0.54
47 C -1.39 -2.64 -2.01  -0.14
48 C 0.12 -2.90 -2.09  -0.12
49 O 0.51 -3.46 -0.84  -0.79
50 O -1.86 -1.78 -0.92  -0.78
51 H -2.02 -3.51 -1.81  0.20
52 H -1.73 -2.29 -2.98  0.23
53 H 0.63 -1.94 -2.19  0.21
54 H 0.45 -3.54 -2.91  0.24
55 H 0.93 -4.27 -1.13  0.53
56 H -1.70 -0.88 -1.21  0.54

Molecular formula: C10H30FeNO13
Method: DFT, wB97M-V/def2-TZVPD

Calculated values
Energy relative to the best compared isomer or geometry (same formula, charge and spin) in eV: 0.000
Multiplicity: 6
<S²>: 8.76
Molar mass in g/mol: 428.19
Charge: +2
E in eV: -73324.2245

Each line ends with the natural charge from an NBO analysis.
Positions of all 55 atoms, in Å:
1 Fe -2.70 -0.99 1.27  1.73
2 N -0.04 -0.53 -0.50  0.76
3 O -0.76 -1.01 0.40  -0.67
4 O 0.76 0.32 -0.14  -0.45
5 O -0.16 -0.80 -1.65  -0.48
6 C 1.23 -5.53 0.85  -0.10
7 C 0.70 -4.43 1.83  -0.09
8 O 0.12 -5.07 2.96  -0.73
9 O 2.53 -6.06 1.16  -0.70
10 H 1.21 -5.14 -0.17  0.15
11 H 0.57 -6.40 0.81  0.20
12 H 0.00 -3.69 1.43  0.15
13 H 1.55 -3.80 2.06  0.16
14 H 0.64 -5.83 3.23  0.49
15 H 3.13 -5.31 1.17  0.46
16 C -1.80 0.15 3.81  -0.12
17 C -1.73 1.24 2.72  -0.14
18 O -2.62 1.12 1.60  -0.82
19 O -1.62 -1.14 3.15  -0.81
20 H -2.76 0.15 4.33  0.20
21 H -1.11 0.30 4.63  0.26
22 H -0.74 1.33 2.28  0.23
23 H -1.92 2.21 3.17  0.24
24 H -2.60 1.94 1.11  0.54
25 H -1.34 -1.79 3.80  0.55
26 C 2.27 2.20 2.04  -0.11
27 C 1.25 3.32 2.12  -0.09
28 O 0.88 3.64 3.39  -0.72
29 O 1.89 0.86 2.42  -0.73
30 H 3.11 2.37 2.70  0.20
31 H 2.74 2.07 1.07  0.17
32 H 0.38 3.24 1.46  0.14
33 H 1.73 4.21 1.71  0.19
34 H 1.42 4.36 3.72  0.49
35 H 1.43 0.58 1.62  0.47
36 C 1.81 -1.02 -4.87  -0.09
37 C 0.41 -0.39 -4.96  -0.10
38 O -0.62 -1.13 -4.26  -0.45
39 O 2.05 -2.07 -5.79  -0.42
40 H 1.90 -1.42 -3.86  0.24
41 H 2.54 -0.21 -4.89  0.26
42 H 0.07 -0.32 -5.99  0.26
43 H 0.51 0.62 -4.57  0.27
44 H -0.54 -0.99 -3.32  0.51
45 H 1.50 -2.79 -5.48  0.50
46 C -2.29 3.94 -2.11  -0.10
47 C -1.45 2.92 -1.31  -0.08
48 O -0.56 2.21 -2.22  -0.78
49 O -3.20 3.30 -2.93  -0.69
50 H -1.68 4.58 -2.73  0.19
51 H -2.83 4.61 -1.44  0.20
52 H -2.06 2.16 -0.82  0.12
53 H -0.71 3.35 -0.64  0.19
54 H 0.10 1.65 -1.80  0.48
55 H -2.60 2.90 -3.57  0.47

Molecular formula: C10H30GaGeN2O6SSi3Te
Method: DFT, wB97M-V/def2-TZVPD

Calculated values
Energy relative to the best compared isomer or geometry (same formula, charge and spin) in eV: 1.960
Multiplicity: 2
<S²>: 0.75
Molar mass in g/mol: 660.62
Charge: -2
E in eV: -176778.8420

Each line ends with the natural charge from an NBO analysis.
Positions of all 55 atoms, in Å:
1 Ga 1.83 4.13 0.75  1.38
2 N 0.39 5.51 1.08  -0.72
3 N -0.45 4.75 2.07  -0.54
4 C 0.13 3.46 2.54  0.87
5 O -0.65 2.51 2.70  -0.62
6 O 1.44 3.43 2.48  -0.81
7 H 0.56 6.45 1.48  0.40
8 H -0.23 5.70 0.29  0.40
9 H -1.31 4.48 1.61  0.38
10 O -0.99 2.02 -1.57  -1.00
11 S 0.29 1.87 -0.96  2.62
12 O 0.18 1.08 0.39  -1.05
13 O 0.80 3.28 -0.59  -1.12
14 O 1.27 1.22 -1.78  -1.00
15 C -3.75 0.19 -0.34  -1.16
16 Si -2.50 -0.85 0.49  1.30
17 C -2.35 -0.26 2.24  -1.15
18 C -3.35 -2.56 0.59  -1.17
19 Ge -0.18 -0.73 -0.08  0.05
20 Si 0.43 -1.27 -2.54  1.35
21 C -0.96 -0.43 -3.66  -1.09
22 C 2.05 -0.86 -3.30  -1.17
23 C 0.35 -3.15 -2.83  -1.18
24 Si 1.53 -1.55 1.21  1.21
25 C 1.11 -1.09 3.01  -1.12
26 C 1.88 -3.47 1.02  -1.12
27 C 3.21 -0.72 0.82  -1.11
28 H -3.41 1.28 -0.24  0.25
29 H -4.73 -0.01 0.07  0.22
30 H -3.71 -0.06 -1.46  0.24
31 H -3.30 -0.47 2.71  0.21
32 H -2.18 0.88 2.21  0.27
33 H -1.53 -0.69 2.84  0.24
34 H -3.09 -3.10 1.51  0.22
35 H -3.07 -3.28 -0.19  0.23
36 H -4.48 -2.55 0.62  0.19
37 H -0.99 0.61 -3.49  0.25
38 H -1.92 -0.88 -3.41  0.21
39 H -0.77 -0.73 -4.69  0.20
40 H 2.06 0.04 -4.00  0.24
41 H 2.54 -1.66 -3.81  0.21
42 H 2.77 -0.51 -2.58  0.26
43 H -0.51 -3.69 -2.44  0.23
44 H 1.22 -3.63 -2.37  0.22
45 H 0.36 -3.46 -3.90  0.20
46 H 0.20 -1.58 3.37  0.22
47 H 0.99 0.02 2.94  0.26
48 H 1.99 -1.32 3.63  0.21
49 H 1.06 -3.97 0.59  0.23
50 H 2.06 -3.93 2.00  0.21
51 H 2.73 -3.76 0.38  0.21
52 H 3.16 0.41 0.68  0.26
53 H 3.68 -1.09 -0.10  0.23
54 H 3.94 -0.89 1.63  0.21
55 Te 4.19 4.86 0.39  -0.96

Molecular formula: C10H30HfNO10S
Method: DFT, wB97M-V/def2-TZVPD

Calculated values
Energy relative to the best compared isomer or geometry (same formula, charge and spin) in eV: 2.710
Molar mass in g/mol: 534.90
Charge: -1
E in eV: -44960.5104

Each line ends with the Mulliken charge.
Positions of all 53 atoms, in Å:
1 Hf 1.81 2.47 2.39  1.59
2 S 5.24 1.86 3.03  1.22
3 O 5.08 2.91 4.05  -0.81
4 O 3.93 1.80 2.37  -0.42
5 O 6.35 2.28 2.25  -0.67
6 O 5.66 0.63 3.74  -0.72
7 C -2.30 -0.19 2.86  -1.26
8 C -0.81 -0.09 3.32  0.51
9 C 0.05 -1.27 2.65  -0.89
10 O -0.19 1.16 3.18  -0.82
11 H -2.51 -1.20 2.51  0.33
12 H -2.61 0.29 1.93  0.24
13 H -3.08 -0.06 3.61  0.35
14 H -0.76 -0.38 4.38  0.34
15 H 1.05 -1.32 3.07  0.33
16 H 0.09 -1.15 1.56  -0.21
17 H -0.41 -2.25 2.74  0.46
18 C -0.81 4.72 -1.02  -1.33
19 C -0.79 3.67 0.12  0.72
20 C -1.09 2.32 -0.42  -1.08
21 O 0.15 3.86 1.14  -0.87
22 H -1.49 4.39 -1.81  0.36
23 H 0.11 4.66 -1.61  0.37
24 H -1.08 5.77 -0.85  0.33
25 H -1.74 3.83 0.64  0.12
26 H -1.94 2.26 -1.10  0.48
27 H -1.28 1.54 0.31  -0.10
28 H -0.17 1.96 -0.89  0.34
29 O 1.81 0.96 0.67  0.01
30 H 0.93 0.69 0.32  0.04
31 C -1.62 -1.65 -0.69  -0.83
32 C -1.61 -2.11 -2.11  0.59
33 C -0.76 -3.44 -2.32  -0.72
34 O -0.46 -3.70 -3.64  -0.36
35 C -1.55 -4.01 -4.49  -0.64
36 N -3.00 -2.29 -2.44  -0.74
37 H -2.13 -2.44 -0.13  0.37
38 H -2.19 -0.73 -0.77  0.12
39 H -0.60 -1.58 -0.32  -0.07
40 H -1.20 -1.32 -2.74  0.31
41 H -1.26 -4.27 -1.82  0.36
42 H 0.22 -3.32 -1.86  0.34
43 H -1.19 -4.26 -5.49  0.29
44 H -2.14 -3.10 -4.53  0.18
45 H -2.17 -4.90 -4.36  0.28
46 H -3.50 -1.42 -2.35  0.28
47 H -3.01 -2.22 -3.44  0.23
48 O 2.94 1.18 -1.76  -0.70
49 H 2.34 1.07 -1.01  0.39
50 H 3.79 1.37 -1.36  0.34
51 O 3.50 -1.05 0.50  -0.60
52 H 2.76 -0.45 0.62  0.32
53 H 3.60 -1.48 1.35  0.31